1.
C31H27AsCl5N3SSc as an isolated structure in a non-equilibrium geometry, computed with the ωB97M-V functional and the def2-TZVPD basis.

Element x y z (Å)
Sc: -0.2915 -1.0459 -0.4310
S: -0.3545 -0.7684 2.0120
C: -0.4182 0.8492 2.7987
C: -1.3312 0.9833 3.8600
C: -1.3619 2.2386 4.5343
C: -0.4492 3.1974 4.2077
C: 0.4252 3.0688 3.1429
C: 0.4341 1.8963 2.4065
As: 1.7318 1.3863 0.9917
C: 2.5120 3.1737 0.5727
C: 1.5771 4.1689 0.3114
C: 2.0522 5.4107 -0.2028
C: 3.4040 5.6004 -0.4949
C: 4.2983 4.6513 -0.1229
C: 3.8647 3.4152 0.4555
C: 3.2420 0.6606 1.9675
C: 3.7755 -0.5091 1.4161
C: 4.9264 -1.0678 2.0034
C: 5.3627 -0.5629 3.2188
C: 4.7623 0.5991 3.8054
C: 3.7801 1.2627 3.0908
H: -2.0404 0.1572 4.0475
H: -1.9988 2.3111 5.3825
H: -0.2904 4.0161 4.8613
H: 1.2760 3.8203 3.0021
H: 0.5680 4.1026 0.7213
H: 1.3124 6.1910 -0.4116
H: 3.7662 6.4857 -0.9217
H: 5.3348 4.6766 -0.4277
H: 4.5691 2.6534 0.7388
H: 3.3456 -0.9287 0.5219
H: 5.4365 -1.9101 1.5302
H: 6.1840 -1.0706 3.6384
H: 5.2259 1.0768 4.6307
H: 3.4574 2.2070 3.4425
Cl: -3.5076 1.0594 -0.0958
C: -2.2722 1.4494 -1.1674
C: -1.1094 0.6655 -1.2344
C: -0.0791 0.8778 -2.1645
Cl: 1.1949 -0.3982 -2.4203
C: -0.2100 1.9428 -3.1126
Cl: 0.9165 2.0535 -4.3625
C: -1.3203 2.8072 -2.9773
Cl: -1.3865 4.2998 -3.7488
C: -2.4150 2.4715 -2.0960
Cl: -3.7702 3.5350 -2.0272
C: -5.2167 -3.5499 -2.2255
C: -4.5829 -2.2084 -2.5401
N: -3.1475 -2.1619 -2.1365
C: -2.3946 -3.2083 -1.7291
N: -1.2004 -2.9833 -1.1115
C: -0.3209 -4.1860 -0.9522
C: -0.5567 -5.2218 -2.0078
C: -1.9720 -5.6484 -1.9295
N: -2.8520 -4.4553 -2.0037
C: -4.2513 -4.7097 -2.3752
H: -6.0627 -3.8841 -2.8407
H: -5.6348 -3.5736 -1.1968
H: -5.0742 -1.3621 -2.0109
H: -4.7334 -2.0079 -3.6056
H: -2.8428 -1.2553 -1.7407
H: -0.4294 -4.6246 0.0688
H: 0.6725 -3.7610 -0.8844
H: 0.0148 -6.1428 -1.9022
H: -0.2874 -4.9124 -3.0100
H: -2.1662 -6.2580 -0.9942
H: -2.3050 -6.3451 -2.7309
H: -4.5222 -5.5160 -1.7021
H: -4.2632 -5.1846 -3.3320

Atoms 1-2, force components in eV/Å:
0.46 -1.12 1.91
-0.27 -0.43 -0.39

As for the LUMO energy: -3.1 eV. Its energy relative to the best compared isomer or geometry (same formula, charge and spin) is 0.00 kJ/mol. The net charge is +1.

---

2.
C13H24BBe2Cl2F5N4NaO9P as an isolated structure in a non-equilibrium geometry, computed with the ωB97M-V functional and the def2-TZVPD basis.

Element x y z (Å)
C: 0.9085 -1.2894 2.2458
P: -0.2971 -1.0429 0.9415
C: 0.4912 0.2461 -0.0466
N: -1.8513 -0.2332 1.6204
N: -1.9179 0.8372 2.3970
C: -3.1098 1.2062 2.7370
C: -4.3970 0.6989 2.4442
C: -4.3309 -0.4488 1.5962
C: -3.0108 -0.7709 1.2825
F: -2.9082 -1.8309 0.4856
H: 0.5935 -2.0847 2.9256
H: 1.2081 -0.3797 2.7763
H: 1.8127 -1.6462 1.7401
H: -0.1972 0.4394 -0.8671
H: 1.4018 -0.2151 -0.4139
H: 0.6623 1.1338 0.5578
H: -3.1006 2.0821 3.3785
H: -5.3275 1.1220 2.7967
H: -5.1887 -0.9869 1.2200
Cl: 0.1735 1.6825 3.2886
C: 1.0143 -0.0752 -4.0398
C: 2.3559 0.5475 -3.6580
C: 3.4671 0.3319 -4.7204
O: 4.0138 -0.9414 -4.7553
C: 3.2708 -1.9302 -5.4524
N: 2.7737 0.0500 -2.3649
H: 1.0083 -1.1533 -3.8969
H: 0.2226 0.3352 -3.4146
H: 0.7423 0.1235 -5.0872
H: 2.1912 1.6391 -3.5663
H: 4.2971 1.0025 -4.4764
H: 3.1195 0.6114 -5.7422
H: 2.7525 -1.5078 -6.3207
H: 2.5531 -2.4227 -4.7948
H: 3.9770 -2.6808 -5.7983
H: 3.6072 0.5517 -2.0559
H: 3.0969 -0.9059 -2.4915
Be: 1.1972 -1.9742 4.7914
O: -0.4862 -3.4265 3.6888
H: -1.2294 -3.7441 4.2083
B: 4.9091 -0.4864 0.4104
F: 5.0126 -0.1763 1.7677
F: 5.7673 -1.5306 0.0714
F: 3.5706 -0.8691 0.1231
F: 5.1910 0.6541 -0.3868
Be: -1.3412 -4.3735 5.7229
O: -6.7702 1.1897 -0.2991
Cl: -7.8155 0.7683 0.6138
O: -9.0503 1.4204 0.3026
O: -7.4160 1.1022 1.9797
O: -7.9666 -0.6676 0.5323
C: -2.4695 0.2747 -5.2064
O: -3.4643 0.7950 -4.7241
O: -1.7414 0.7937 -6.0852
O: -2.0351 -0.8515 -4.8799
C: 1.2218 2.9674 6.7334
C: 1.5977 2.4734 8.0484
N: 1.8896 2.0825 9.0870
H: 1.0294 2.1461 6.0459
H: 0.3198 3.5745 6.7845
H: 2.0105 3.5811 6.3020
Na: 1.9912 2.1818 -6.1024

Atoms 1-2, force components in eV/Å:
1.09 0.39 1.22
-0.01 -1.33 -1.05

As for the LUMO energy: -6.7 eV.

---

3.
C46H54AsCoN3OSiTe as an isolated structure in a non-equilibrium geometry, computed with the ωB97M-V functional and the def2-TZVPD basis.

Element x y z (Å)
Co: 0.1549 0.2059 0.2241
C: -0.9604 -1.6530 0.2256
Si: -0.3969 -2.6981 1.6742
C: 1.5093 -2.6397 1.3547
N: 1.9748 -1.3130 0.9310
C: 3.1672 -1.4250 0.0904
C: 4.3392 -2.1260 0.7946
C: 4.4692 -1.6457 2.2464
C: 3.7429 -0.3201 2.4552
C: 2.2591 -0.4136 2.0625
C: -1.0039 -4.5049 1.6431
C: -0.9192 -5.2412 0.4638
C: -1.3997 -6.5355 0.3839
C: -1.9883 -7.1243 1.4905
C: -2.0763 -6.4127 2.6741
C: -1.5965 -5.1172 2.7449
C: -0.8577 -2.0836 3.4107
C: -2.1817 -1.7372 3.6944
C: -2.5747 -1.3749 4.9734
C: -1.6476 -1.3512 6.0010
C: -0.3313 -1.6973 5.7404
C: 0.0516 -2.0603 4.4613
H: -2.0383 -1.4761 0.2214
H: -0.6854 -2.1346 -0.7156
H: 1.7012 -3.3350 0.5360
H: 2.0707 -3.0010 2.2199
H: 3.4753 -0.4179 -0.1974
H: 2.9143 -1.9821 -0.8150
H: 5.2460 -1.9157 0.2258
H: 4.1896 -3.2055 0.7791
H: 5.5184 -1.5175 2.5115
H: 4.0534 -2.3938 2.9245
H: 4.2350 0.4597 1.8670
H: 3.8123 -0.0203 3.5030
H: 1.9322 0.5919 1.7662
H: 1.6525 -0.7382 2.9085
H: -0.4675 -4.7869 -0.4079
H: -1.3257 -7.0837 -0.5449
H: -2.3748 -8.1305 1.4298
H: -2.5309 -6.8651 3.5416
H: -1.6817 -4.5719 3.6728
H: -2.9256 -1.8203 2.9138
H: -3.6069 -1.1210 5.1691
H: -1.9511 -1.0791 7.0012
H: 0.3967 -1.6888 6.5381
H: 1.0786 -2.3493 4.2899
N: 1.2035 0.2423 -1.7589
C: 2.2074 1.1840 -2.2605
C: 1.7560 2.6270 -2.0375
C: 1.8824 3.0793 -0.5848
N: 0.8746 2.4478 0.2692
H: 1.4821 -0.7136 -1.9641
H: 0.3399 0.4290 -2.2727
H: 2.3787 1.0283 -3.3372
H: 3.1523 1.0075 -1.7397
H: 0.7115 2.7149 -2.3563
H: 2.3608 3.2915 -2.6591
H: 1.8001 4.1751 -0.5594
H: 2.8725 2.8120 -0.2068
H: -0.0470 2.7444 -0.0540
H: 0.9804 2.8127 1.2154
O: -1.4841 1.1742 -1.0956
As: -2.4563 0.5582 -2.2641
C: -3.2131 1.9744 -3.3517
C: -2.9483 3.3166 -3.1318
C: -3.4794 4.2687 -3.9877
C: -4.2626 3.8778 -5.0607
C: -4.5299 2.5353 -5.2831
C: -4.0083 1.5866 -4.4233
C: -1.5042 -0.5200 -3.5858
C: -1.3634 -1.8944 -3.4615
C: -0.6714 -2.6038 -4.4304
C: -0.1172 -1.9410 -5.5145
C: -0.2505 -0.5678 -5.6399
C: -0.9477 0.1392 -4.6757
C: -3.9612 -0.4378 -1.5798
C: -4.6291 -1.3735 -2.3558
C: -5.7902 -1.9557 -1.8779
C: -6.2745 -1.6068 -0.6280
C: -5.6043 -0.6781 0.1528
C: -4.4519 -0.0852 -0.3307
H: -2.3253 3.6033 -2.2919
H: -3.2754 5.3162 -3.8254
H: -4.6600 4.6197 -5.7355
H: -5.1321 2.2308 -6.1275
H: -4.2044 0.5321 -4.5828
H: -1.8113 -2.3969 -2.6125
H: -0.5725 -3.6761 -4.3447
H: 0.4131 -2.4977 -6.2702
H: 0.1716 -0.0547 -6.4916
H: -1.0861 1.2118 -4.7732
H: -4.2409 -1.6477 -3.3284
H: -6.3213 -2.6754 -2.4825
H: -7.1796 -2.0606 -0.2587
H: -5.9834 -0.4090 1.1287
H: -3.9139 0.6564 0.2536
Te: -1.5423 1.0294 2.2536
C: -0.8288 1.5071 4.1996
C: -1.7581 1.7162 5.2145
C: -1.3444 1.9591 6.5101
C: 0.0070 1.9987 6.8138
C: 0.9395 1.8077 5.8068
C: 0.5235 1.5703 4.5104
H: -2.8113 1.6812 4.9803
H: -2.0763 2.1141 7.2894
H: 0.3300 2.1840 7.8268
H: 1.9954 1.8422 6.0328
H: 1.2593 1.4319 3.7331

Atoms 1-2, force components in eV/Å:
0.21 -0.55 -0.59
0.16 0.45 0.91

As for the expectation value of S²: 6.016. As for the LUMO energy (alpha / beta): -1.7 / -4.0 eV. Its multiplicity is 5. The net charge is +1.

---

4.
C14H12FN5O4S2Ti as an isolated structure, computed with the ωB97M-V functional and the def2-TZVPD basis.

Element x y z (Å)
Ti: 0.0190 -0.2793 -0.3790
C: -4.9826 -0.3759 2.4178
S: -3.8507 -1.6865 1.9123
C: -2.7361 -0.8189 0.9592
S: -1.4698 -1.8584 0.2339
N: -2.7732 0.4497 0.7360
N: -1.7519 0.8359 -0.0920
C: -1.8370 1.9784 -0.6644
C: -0.7931 2.2952 -1.6333
C: -0.7469 3.4697 -2.3496
C: 0.2593 3.6318 -3.3014
C: 1.1704 2.6122 -3.5028
C: 1.0673 1.4590 -2.7388
N: 0.1110 1.2979 -1.8173
H: -5.7296 -0.8740 3.0323
H: -5.4528 0.0688 1.5455
H: -4.4550 0.3722 3.0027
H: -2.6767 2.6360 -0.4658
H: -1.4868 4.2393 -2.1776
H: 0.3168 4.5435 -3.8809
H: 1.9539 2.6931 -4.2425
H: 1.7590 0.6393 -2.8845
F: 1.1569 -1.5335 -1.9883
C: 1.5344 -2.0449 -0.7594
C: 2.4281 -1.3198 -0.0341
N: 2.6773 -1.6118 1.2487
C: 2.9192 -0.4660 2.1301
C: 1.8876 0.6513 1.9280
O: 1.9374 1.7209 2.4099
O: 0.8382 0.3053 1.0583
C: 2.1723 -2.8230 1.8281
O: 2.2751 -3.0360 2.9936
N: 1.5920 -3.6950 0.9177
C: 1.1464 -3.4227 -0.3714
O: 0.5283 -4.1719 -1.0626
H: 2.8897 -0.4197 -0.4352
H: 3.9125 -0.0471 1.9669
H: 2.8643 -0.8168 3.1610
H: 1.3258 -4.5981 1.2990

Atoms 1-2, force components in eV/Å:
0.03 0.13 -0.21
0.01 -0.02 -0.01

As for the LUMO energy: -9.1 eV. Its energy relative to the best compared isomer or geometry (same formula, charge and spin) is 95.74 kJ/mol. The net charge is +2.